# 1
C30H30FNO3 | the ωB97M-V functional and the def2-TZVPD basis

Calculated values
highest occupied orbital energy = -8.02 eV
SMILES = COc1ccc(-c2cc([C@H]3[C@@H]4C=CCC[C@@]4(C)C(=O)N3Cc3ccccc3)ccc2F)cc1OC
total charge = 0
M = 471.57 g mol⁻¹
Kohn-Sham gap = 8.729 eV
E = -1541.52690 Eh

XYZ file:
```
65
Properties=species:S:1:pos:R:3:forces:R:3:mulliken_charge:R:1
C -7.42950 -1.34646 1.17016 -0.16 -0.16 0.00 -0.97
O -6.46783 -0.32228 1.20289 0.44 0.20 -0.07 -0.45
C -5.21416 -0.57603 0.70418 -0.09 0.12 0.06 1.35
C -4.83560 -1.81511 0.20082 -0.13 0.02 0.05 -0.43
C -3.56560 -2.04788 -0.29215 0.07 0.06 0.03 -1.31
C -2.61914 -1.03211 -0.28583 -0.37 0.01 0.05 -0.20
C -1.25501 -1.23433 -0.79277 0.14 -0.21 -0.23 0.05
C -0.16280 -0.68206 -0.12799 0.13 -0.21 -0.18 0.28
C 1.13390 -0.82912 -0.59290 -0.09 -0.01 0.06 -0.31
C 2.27231 -0.18608 0.14698 0.10 -0.19 0.19 -0.40
C 3.32134 -1.16655 0.68202 0.11 0.31 0.05 0.66
C 3.12012 -1.93865 1.94135 -0.16 0.00 -0.18 -0.86
C 4.19123 -2.37785 2.58594 0.05 -0.15 0.17 -0.89
C 5.61159 -2.09699 2.17792 0.04 0.07 -0.07 -0.69
C 5.77437 -1.22129 0.92021 -0.05 0.16 -0.11 -1.09
C 4.57694 -0.29102 0.79131 0.12 -0.10 -0.13 1.40
C 4.53619 0.70016 1.96325 0.00 -0.10 -0.05 -1.84
C 4.43462 0.57022 -0.46161 0.29 -0.37 0.23 -0.13
O 5.29994 1.15368 -1.07514 0.36 0.18 -0.10 -0.74
N 3.10793 0.62707 -0.73266 -0.48 -0.04 -0.18 0.33
C 2.53858 1.50730 -1.72899 0.16 0.10 -0.15 -1.16
C 1.42470 2.33029 -1.14135 -0.07 0.05 -0.05 0.27
C 0.12810 2.22796 -1.62524 0.11 0.08 -0.04 -0.12
C -0.89570 2.96041 -1.04889 -0.08 0.07 -0.03 -0.75
C -0.63532 3.78886 0.02917 -0.11 0.02 0.01 -0.32
C 0.65638 3.89639 0.51808 0.05 0.05 0.09 -0.83
C 1.68075 3.17532 -0.06780 0.00 -0.04 -0.05 -0.11
C 1.35937 -1.55183 -1.75928 -0.13 0.04 0.12 -0.80
C 0.29794 -2.11211 -2.44377 -0.11 -0.04 -0.04 -1.36
C -0.98582 -1.94955 -1.95775 0.12 0.12 0.11 0.76
F -1.99998 -2.48429 -2.67400 0.09 0.06 0.09 -0.38
C -2.98863 0.20819 0.22097 -0.22 -0.13 0.00 -0.62
C -4.26452 0.46433 0.70698 0.07 -0.04 -0.01 0.36
O -4.43299 1.74345 1.14989 0.23 -0.28 -0.08 -0.47
C -5.69316 2.22345 1.55984 -0.38 0.29 0.17 -0.83
H -7.12793 -2.20476 1.77934 -0.01 0.02 -0.04 0.35
H -8.33278 -0.90768 1.59224 0.03 -0.09 -0.04 0.25
H -7.63350 -1.67785 0.14696 0.02 0.00 0.04 0.36
H -5.54416 -2.62733 0.19056 -0.10 -0.04 0.03 0.39
H -3.31759 -3.02870 -0.66476 0.03 -0.07 -0.05 0.43
H -0.34112 -0.12578 0.78021 -0.02 0.12 0.11 0.71
H 1.86048 0.43165 0.95832 0.01 -0.07 -0.05 0.32
H 3.50092 -1.89220 -0.12423 0.00 0.15 -0.04 0.74
H 2.11488 -2.15272 2.27112 -0.12 -0.13 0.17 0.43
H 4.08737 -2.96308 3.48973 -0.14 -0.07 0.10 0.42
H 6.12401 -3.05068 2.02363 0.06 0.04 0.08 0.46
H 6.10809 -1.61706 3.02715 0.04 -0.07 0.02 0.37
H 6.70194 -0.65108 0.97854 0.04 -0.01 -0.06 0.42
H 5.83301 -1.85237 0.03130 0.02 0.01 -0.03 0.42
H 5.46376 1.26860 1.97636 0.07 0.08 -0.01 0.41
H 4.42394 0.18279 2.91155 0.00 0.02 0.09 0.50
H 3.71205 1.40229 1.85779 -0.11 0.10 0.04 0.31
H 3.36153 2.14232 -2.07389 -0.12 -0.11 -0.03 0.60
H 2.16402 0.92644 -2.58041 0.06 0.12 0.06 0.39
H -0.08196 1.57155 -2.45777 -0.01 -0.11 -0.08 0.28
H -1.89936 2.88082 -1.43970 -0.10 -0.02 -0.02 0.40
H -1.43712 4.34900 0.48648 -0.07 0.05 0.04 0.43
H 0.86588 4.54633 1.35520 0.02 0.06 0.06 0.42
H 2.69200 3.26548 0.30391 0.12 0.00 0.06 0.49
H 2.36269 -1.66658 -2.14177 0.13 0.00 -0.05 0.46
H 0.44905 -2.66678 -3.35675 -0.02 -0.05 -0.09 0.47
H -2.28874 1.02911 0.22672 0.07 0.11 0.01 0.46
H -6.05440 1.70837 2.45210 0.02 0.07 -0.09 0.26
H -6.43780 2.13530 0.76590 0.04 0.01 0.06 0.31
H -5.53252 3.27700 1.78956 -0.04 -0.06 -0.02 0.27
```
Positions in Å, forces in eV/Å.

# 2
C30H30N3Sr | the ωB97M-V functional and the def2-TZVPD basis

Calculated values
highest occupied orbital energy = -9.41 eV
total charge = +1
M = 520.21 g mol⁻¹
Kohn-Sham gap = 6.524 eV
E = -1356.10478 Eh
energy above the lowest of the compared OMol25 structures with the same formula, charge and spin = 0.0 kcal/mol

XYZ file:
```
64
Properties=species:S:1:pos:R:3:forces:R:3:mulliken_charge:R:1
Sr -0.64642 -0.04676 -0.36386 -0.59 0.12 -0.50 2.07
C -0.41013 4.61533 0.05537 -0.07 -0.09 -0.01 -0.78
C -0.86062 3.29218 -0.02600 0.12 0.23 0.10 -0.60
N -0.12135 2.26132 0.31768 -0.07 -0.22 0.06 -0.52
C 1.13881 2.41970 0.80049 0.20 -0.08 0.05 -0.02
C 1.65663 3.73145 0.93866 0.13 -0.05 0.10 1.96
C 0.85147 4.81660 0.53851 0.02 0.04 0.01 -0.61
C 2.93837 3.94185 1.49740 -0.07 -0.01 -0.01 -1.10
C 3.62330 2.85526 1.93888 0.02 -0.03 0.01 -1.12
C 3.12758 1.54279 1.79800 0.05 -0.01 0.08 -0.80
C 1.92216 1.23601 1.18252 -0.12 0.12 -0.01 0.30
N 1.36181 -0.00607 0.92649 0.15 -0.03 0.17 -0.06
C 1.95983 -1.23873 1.14244 -0.05 -0.12 -0.18 0.04
C 3.27265 -1.52142 1.49774 0.07 0.00 -0.05 -0.45
C 3.78673 -2.82756 1.63101 0.01 0.04 0.00 -1.38
C 3.02976 -3.93273 1.40496 -0.03 0.02 -0.02 -0.89
C 1.68650 -3.74438 1.00783 0.17 0.07 0.04 1.92
C 0.85854 -4.84636 0.70885 0.00 -0.03 0.00 -0.66
C -0.43336 -4.66595 0.30573 -0.03 0.06 0.04 -0.83
C -0.89664 -3.34823 0.21696 0.07 -0.18 0.06 -0.50
N -0.14756 -2.30301 0.48802 -0.01 0.22 0.11 -0.62
C 1.14981 -2.43828 0.87916 0.07 0.05 0.14 0.39
H -1.04967 5.43418 -0.23990 -0.01 0.01 -0.01 0.45
H -1.86797 3.07988 -0.37322 -0.01 0.01 -0.03 0.63
H 1.25036 5.81833 0.64036 0.01 0.01 -0.01 0.44
H 3.32213 4.94755 1.59744 0.02 0.01 0.00 0.42
H 4.58597 2.97429 2.41894 0.01 0.04 0.00 0.42
H 3.74008 0.78222 2.23868 -0.06 -0.04 0.01 0.34
H 3.98842 -0.73995 1.65238 -0.03 0.03 -0.06 0.19
H 4.82608 -2.92672 1.91663 0.00 -0.04 0.00 0.39
H 3.42743 -4.93335 1.50346 0.00 -0.01 0.01 0.43
H 1.27380 -5.84191 0.80484 0.01 -0.01 0.00 0.43
H -1.08377 -5.49658 0.07462 -0.02 -0.01 0.00 0.44
H -1.92446 -3.15263 -0.07758 -0.01 0.00 -0.03 0.52
C -2.01495 -2.16131 -3.18111 -0.08 -0.06 -0.02 -2.56
C -0.99538 -1.04875 -3.10197 0.05 0.11 0.06 0.78
C -1.43032 0.28315 -3.26112 0.17 -0.08 0.00 0.99
C -2.87397 0.59268 -3.56661 -0.09 0.02 -0.12 -1.85
C -0.51833 1.34586 -3.14185 -0.15 -0.10 0.06 1.89
C -1.00761 2.73930 -3.44137 0.01 0.06 0.00 -2.25
C 0.81727 1.09473 -2.77858 -0.10 0.12 0.06 1.01
C 1.74978 2.24488 -2.48326 0.08 0.02 -0.01 -2.93
C 1.26439 -0.22980 -2.67736 0.07 -0.10 -0.06 0.69
C 2.71146 -0.53914 -2.38647 0.01 0.00 0.03 -2.01
C 0.36763 -1.30257 -2.85978 -0.11 -0.08 0.04 1.21
C 0.91684 -2.70474 -2.77006 0.11 -0.01 -0.06 -1.95
H -2.34408 -2.33247 -4.20824 0.04 0.01 -0.01 0.45
H -2.91303 -1.91882 -2.60929 0.01 0.00 0.00 0.45
H -1.64035 -3.10423 -2.79929 0.00 0.00 0.01 0.30
H -3.38572 1.06069 -2.71935 0.01 0.01 0.02 0.27
H -3.44263 -0.28735 -3.84738 0.01 0.00 0.01 0.46
H -2.95590 1.29903 -4.39171 0.02 0.00 -0.01 0.38
H -1.45062 2.76991 -4.43777 0.03 0.00 -0.02 0.52
H -0.21203 3.47551 -3.42032 0.01 0.01 0.01 0.44
H -1.78673 3.06660 -2.74994 -0.01 -0.02 0.00 0.29
H 2.26013 2.59665 -3.38329 0.00 -0.03 -0.02 0.47
H 2.51071 1.96319 -1.75881 -0.02 0.00 -0.01 0.42
H 1.21405 3.09103 -2.05905 -0.01 0.01 -0.01 0.35
H 2.83906 -0.88647 -1.35758 0.03 -0.01 0.01 0.20
H 3.35616 0.32190 -2.52793 -0.02 0.00 -0.02 0.54
H 3.07857 -1.32837 -3.03965 -0.01 -0.02 -0.02 0.44
H 1.40231 -2.88525 -1.80918 0.01 0.00 0.02 0.32
H 1.68190 -2.85484 -3.53381 -0.02 0.01 -0.02 0.43
H 0.17014 -3.47454 -2.92006 -0.01 0.00 0.01 0.43
```
Positions in Å, forces in eV/Å.

# 3
C30H30N4O9P2PtS | the ωB97M-V functional and the def2-TZVPD basis

Calculated values
highest occupied orbital energy (spin up / spin down) = -6.33 / -8.14 eV
total charge = 0
M = 879.68 g mol⁻¹
expectation value of S² = 2.099
Kohn-Sham gap (spin up / spin down) = 6.186 / 6.939 eV
E = -3257.74374 Eh
energy above the lowest of the compared OMol25 structures with the same formula, charge and spin = 0.0 kcal/mol
2S+1 = 3

XYZ file:
```
77
Properties=species:S:1:pos:R:3:forces:R:3:lowdin_spin:R:1
Pt -0.18547 -0.13358 0.92877 -0.08 -0.53 0.21 0.01
C -8.44850 8.27321 5.67448 0.03 -0.02 0.03 0.00
O -7.10327 7.98075 6.00802 -0.05 0.04 -0.01 0.04
C -6.31688 7.45296 5.03487 0.00 -0.04 -0.05 0.09
C -6.76552 7.11408 3.75924 0.00 0.01 -0.02 -0.01
C -5.87458 6.60926 2.82792 -0.08 -0.02 0.03 0.10
C -4.53067 6.39797 3.15722 0.10 -0.19 0.21 0.03
C -4.09889 6.71429 4.46303 0.02 0.03 -0.02 0.09
C -4.97644 7.24989 5.37486 0.03 -0.02 0.04 -0.01
N -3.70740 5.88105 2.19406 -0.39 0.07 -0.23 0.55
N -2.44777 5.72883 2.45179 0.47 0.19 -0.14 0.50
C -1.72757 4.64468 2.22691 -0.24 -0.06 0.23 0.03
C -0.31383 4.77649 2.30704 0.10 -0.07 0.02 0.14
C 0.54467 3.72190 2.11156 0.03 0.10 0.06 -0.03
C 0.05580 2.45041 1.78966 0.11 -0.11 0.02 0.15
O 0.84134 1.40501 1.64556 -0.20 0.18 0.00 0.14
C -1.35425 2.29669 1.65422 -0.01 -0.10 -0.04 0.04
N -1.76842 1.04590 1.28010 0.07 0.33 0.20 0.05
C -3.05317 0.74269 1.30654 0.03 0.04 0.02 -0.02
C -4.01673 1.70036 1.61869 -0.02 0.01 0.03 0.06
C -3.63143 2.99593 1.88941 -0.01 0.01 0.03 -0.01
C -2.27066 3.32940 1.92805 0.05 0.03 -0.10 0.06
H -8.87850 8.75511 6.54716 0.00 0.00 0.02 0.00
H -9.01067 7.36309 5.45226 0.00 -0.02 -0.01 0.00
H -8.50745 8.95187 4.82074 0.01 0.02 -0.01 0.00
H -7.80232 7.24170 3.48450 0.01 0.02 -0.03 0.00
H -6.21260 6.35302 1.83202 0.02 0.02 -0.01 0.01
H -3.06027 6.55177 4.72067 -0.03 0.04 0.01 0.01
H -4.65093 7.52915 6.36922 -0.01 -0.03 -0.02 0.00
H 0.07284 5.75753 2.54881 -0.02 0.01 -0.03 0.01
H 1.61611 3.85196 2.19874 -0.02 -0.01 0.01 -0.01
H -3.32016 -0.27388 1.05152 0.01 -0.01 0.01 0.00
H -5.05950 1.41738 1.62964 0.01 0.00 -0.03 0.00
H -4.37432 3.75506 2.08779 0.02 -0.03 0.02 0.00
C -2.68700 1.08692 -1.79700 -0.01 -0.03 -0.06 0.00
C -2.29187 -0.25023 -2.39001 0.53 0.02 0.27 0.00
O -3.30487 -0.74606 -3.26406 -0.22 0.18 -0.11 0.00
P -2.12155 -1.65105 -1.20337 -0.35 -0.55 -0.34 0.00
O -1.71511 -2.84297 -2.15389 0.06 -0.02 0.49 0.00
O -3.62167 -1.98502 -0.77501 0.04 -0.06 0.05 0.00
O -1.35755 -1.62845 0.08724 0.15 0.29 -0.03 0.00
P -0.65402 -0.20678 -3.25316 0.00 0.02 0.01 0.00
O -0.66837 1.16105 -4.10487 0.02 -0.08 0.00 0.00
O -0.75961 -1.39285 -4.18037 0.05 0.04 -0.03 0.00
O 0.36722 -0.13686 -2.18028 -0.26 -0.02 -0.23 0.00
H -3.56895 1.00813 -1.15803 0.04 0.02 -0.11 0.00
H -2.90856 1.76671 -2.61854 -0.01 0.00 -0.02 0.00
H -1.85374 1.49962 -1.22431 -0.10 -0.03 -0.03 0.00
H -2.83535 -1.17148 -4.00293 0.02 -0.05 0.07 0.00
H -1.17603 -2.53435 -2.93370 -0.07 0.10 -0.25 0.00
H -4.17722 -2.12133 -1.55529 -0.01 0.08 -0.05 0.00
H -0.83646 0.97588 -5.03464 -0.03 0.00 -0.08 0.00
N 1.43387 -1.38514 1.07447 -0.43 0.01 0.02 0.00
S 2.87053 -1.42453 0.38249 0.11 0.23 0.01 0.00
C 2.59421 -2.06823 -1.24938 0.00 -0.14 -0.02 0.00
C 3.52032 -1.81227 -2.24947 -0.01 0.00 0.00 0.00
C 3.36183 -2.42874 -3.48013 -0.02 -0.03 -0.01 0.00
C 2.29728 -3.29452 -3.69338 0.01 0.01 0.03 0.00
C 1.38532 -3.54204 -2.67798 0.03 -0.02 -0.01 0.00
C 1.52841 -2.93001 -1.44219 0.01 -0.03 -0.02 0.00
C 3.40680 0.22849 0.03079 0.17 0.08 -0.06 0.00
C 2.69493 1.05196 -0.83230 -0.02 0.00 0.05 0.00
C 3.14924 2.34630 -1.02489 0.05 -0.01 0.03 0.00
C 4.28947 2.79915 -0.36822 -0.02 -0.03 0.00 0.00
C 4.98960 1.96167 0.48956 -0.01 0.03 0.00 0.00
C 4.54457 0.66329 0.69603 -0.02 0.02 -0.01 0.00
H 1.53288 -1.65386 2.04509 0.13 -0.10 -0.03 0.00
H 4.34459 -1.13091 -2.07928 -0.02 -0.01 -0.01 0.00
H 4.07142 -2.23051 -4.27272 -0.01 0.00 0.00 0.00
H 2.17639 -3.77510 -4.65519 -0.02 0.03 -0.01 0.00
H 0.54931 -4.20914 -2.84615 0.03 0.01 0.00 0.00
H 0.81049 -3.09386 -0.64855 0.04 0.02 -0.02 0.00
H 1.80069 0.68659 -1.33540 0.21 0.08 0.04 0.00
H 2.60992 3.00109 -1.69738 0.00 0.02 0.02 0.00
H 4.63427 3.81305 -0.52803 0.01 -0.01 0.00 0.00
H 5.87925 2.31544 0.99407 -0.01 0.00 0.00 0.00
H 5.07201 -0.00408 1.36740 0.01 0.01 -0.02 0.00
```
Positions in Å, forces in eV/Å.